Record 1
# C4H5O3

A cluster of 2 separate species, C4H5O3 in total in a non-equilibrium geometry (ωB97M-V with the def2-TZVPD basis set, the Open Molecules 2025 dataset).

Structure (ORCA input):
```
! RIJCOSX wB97M-V def2-TZVPD def2/J DEFGRID3
* xyz 0 4
O -2.85705 0.08504 -0.31115
O -3.63850 0.54170 -1.17686
C 1.70429 -0.91750 0.86997
C 0.71795 -0.34501 -0.06643
C -0.09431 0.73006 0.10036
C -1.08203 1.07042 -0.85308
O -1.42741 1.59778 -1.87270
H 2.07081 -1.87330 0.45143
H 2.56859 -0.25360 1.01250
H 1.30503 -1.13721 1.87073
H 0.66043 -0.95146 -0.94659
H 0.07220 1.45307 0.92181
*
```

Output
- molar mass (g/mol) = 101.081
- highest occupied orbital energy (alpha / beta) (eV) = -6.233 / -9.933
- gap between HOMO and LUMO (alpha / beta) (eV) = 7.2 / 8.2
- E_LUMO (alpha / beta) (eV) = 0.9 / -1.7
- E_tot (Eh) = -380.8710

These are the Löwdin partial charges, in e, on atoms 1 to 5:
1 O -0.02
2 O 0.07
3 C -0.13
4 C -0.19
5 C -0.11

---

Record 2
# C2H2IN3S

The molecule C2H2IN3S in a non-equilibrium geometry (ωB97M-V with the def2-TZVPD basis set, the Open Molecules 2025 dataset).

Structure (ORCA input):
```
! RIJCOSX wB97M-V def2-TZVPD def2/J DEFGRID3
* xyz 0 1
C -0.42801 -1.68036 1.26849
C -0.88312 0.72315 0.73730
N -0.17575 -1.39391 0.06058
N -0.51389 -0.08284 -0.17412
N 1.71475 1.76771 -1.80459
S -1.11247 -0.25370 2.14324
I 0.13671 0.79863 -2.04400
H -0.16662 -2.63777 1.62164
H 1.42840 2.75909 -1.80854
*
```

Output
- molar mass (g/mol) = 227.030
- highest occupied orbital energy (eV) = -8.969
- gap between HOMO and LUMO (eV) = 8.0
- E_LUMO (eV) = -0.9
- E_tot (Eh) = -937.3501

These are the Löwdin partial charges, in e, on atoms 1 to 5:
1 C -0.42
2 C -0.55
3 N -0.07
4 N -0.60
5 N -0.61

---

Record 3
# C6H10NO

The ion C6H10NO with charge +1 in a non-equilibrium geometry (ωB97M-V with the def2-TZVPD basis set, the Open Molecules 2025 dataset).

Structure (ORCA input):
```
! RIJCOSX wB97M-V def2-TZVPD def2/J DEFGRID3
* xyz 1 1
C -1.03868 1.01091 -0.50201
C 0.10408 0.52321 -0.00461
C 0.59857 2.62063 -0.30723
C -0.86767 2.52217 -0.64795
C 1.16281 -1.35583 1.30739
C -0.52393 -1.94699 -0.36178
N 0.38637 -0.88966 0.00025
O 1.61404 3.16585 -0.19639
H -2.01836 0.52862 -0.69388
H -0.88077 2.76082 -1.64991
H -1.50690 3.15442 0.08727
H 1.53756 -2.40907 1.01562
H 2.09007 -0.85211 1.49186
H 0.53589 -1.25276 2.23905
H -1.47021 -1.73331 0.15459
H -0.76743 -1.97872 -1.32021
H -0.12709 -2.89028 0.07167
H 1.17163 -0.97790 -0.68374
*
```

Output
- molar mass (g/mol) = 112.152
- highest occupied orbital energy (eV) = -13.357
- gap between HOMO and LUMO (eV) = 10.0
- E_LUMO (eV) = -3.4
- E_tot (Eh) = -364.2057

These are the Löwdin partial charges, in e, on atoms 1 to 5:
1 C -0.10
2 C -0.07
3 C -0.07
4 C -0.09
5 C 0.04

---

Record 4
# C18H32NO2P2Rh

A structure of composition C18H32NO2P2Rh in a non-equilibrium geometry (ωB97M-V with the def2-TZVPD basis set, the Open Molecules 2025 dataset).

Structure (ORCA input):
```
! RIJCOSX wB97M-V def2-TZVPD def2/J DEFGRID3
* xyz 0 5
C 3.32797 -1.26947 -2.76710
C 2.25680 -0.52592 -2.16898
N 1.82001 -0.89052 -0.90750
C 2.63211 -1.62222 -0.12852
C 3.83714 -2.15194 -0.60929
C 4.17779 -2.00043 -1.96148
C 1.77116 0.65437 -2.69578
P 0.53263 1.59470 -1.78927
Rh 0.14464 0.14437 0.05211
P 0.51034 -1.47343 1.66105
C 2.29131 -1.76472 1.33139
O -0.56602 -1.83905 -4.84637
O -2.91301 -1.19352 -2.75239
H 3.54406 -1.10920 -3.81024
H 4.48176 -2.67286 0.10253
H 5.09367 -2.44416 -2.32764
C 1.58440 3.09251 -1.61340
C -0.93976 2.21045 -2.72651
H 2.56544 -2.75641 1.73095
H 2.81357 -0.98204 1.92053
H -0.21874 -0.95089 -4.89392
H 1.98928 0.88069 -3.73359
C 0.41075 -0.96552 3.36008
C -0.28187 -3.10765 1.47747
H -1.09974 -0.85916 -0.05785
H -3.24451 -2.03817 -2.46657
H -1.92900 -1.37765 -2.80196
H 0.11740 -2.45175 -4.52568
H 1.09472 1.50292 0.02107
H -1.23488 -1.11764 0.70181
H 1.79426 3.45758 -2.62755
H 1.09208 3.84934 -0.99490
H 2.51392 2.74605 -1.14449
H -0.60937 2.59056 -3.70859
H -1.69051 1.42042 -2.87858
H -1.40212 3.05575 -2.18930
H 0.14656 -3.78951 2.22324
H -1.36360 -3.01009 1.64998
H -0.11601 -3.51644 0.46890
H 0.50176 -1.85526 3.98808
H 1.23148 -0.27440 3.55945
H -0.53840 -0.46568 3.56295
C -1.59198 1.30561 0.34115
C -2.17037 1.43117 1.72901
C -2.30075 2.72677 2.21769
C -2.87045 2.98392 3.47011
C -3.27402 1.90851 4.27256
C -3.10343 0.60223 3.81373
C -2.58844 0.35542 2.53983
H -2.33323 0.88035 -0.35614
H -1.34687 2.33283 0.00769
H -1.96097 3.55935 1.60035
H -2.99375 4.00270 3.79787
H -3.71044 2.10180 5.25065
H -3.38747 -0.23709 4.45144
H -2.49730 -0.67753 2.17990
*
```

Output
- molar mass (g/mol) = 459.313
- highest occupied orbital energy (alpha / beta) (eV) = -3.932 / -7.950
- gap between HOMO and LUMO (alpha / beta) (eV) = 4.5 / 6.4
- E_LUMO (alpha / beta) (eV) = 0.5 / -1.5
- E_tot (Eh) = -1703.2409

These are the Löwdin partial charges, in e, on atoms 1 to 5:
1 C -0.08
2 C -0.38
3 N -0.06
4 C -0.39
5 C -0.05

---

Record 5
# C4H5NO

A structure of composition C4H5NO (ωB97M-V with the def2-TZVPD basis set, the Open Molecules 2025 dataset).

Structure (ORCA input):
```
! RIJCOSX wB97M-V def2-TZVPD def2/J DEFGRID3
* xyz 0 1
C -1.70822 -0.34229 -0.10414
C -0.22771 -0.26436 -0.01850
C 0.76361 0.86835 0.26210
O 1.62912 0.87321 -0.89420
C 1.72857 -0.18332 0.03299
N 0.64386 -1.18174 -0.25227
H -2.02084 -1.38753 -0.16403
H -2.05684 0.18558 -0.99951
H -2.17817 0.13223 0.76333
H 0.74168 1.74128 0.90373
H 2.68494 -0.44141 0.47052
*
```

Output
- molar mass (g/mol) = 83.090
- highest occupied orbital energy (eV) = -9.848
- gap between HOMO and LUMO (eV) = 10.9
- E_LUMO (eV) = 1.0
- E_tot (Eh) = -285.2971

These are the Löwdin partial charges, in e, on atoms 1 to 5:
1 C -0.02
2 C -0.29
3 C -0.14
4 O 0.02
5 C -0.27

---

Record 6
# C4H4N2S

The molecule C4H4N2S in a non-equilibrium geometry (ωB97M-V with the def2-TZVPD basis set, the Open Molecules 2025 dataset).

Structure (ORCA input):
```
! RIJCOSX wB97M-V def2-TZVPD def2/J DEFGRID3
* xyz 0 1
C 1.51215 1.03621 1.98401
N 1.73092 0.63702 0.74416
C 0.52590 0.29956 0.21192
C -0.51051 0.36625 1.21825
S -0.06104 0.97339 2.66685
N -1.46550 -0.67841 0.23787
C -0.28055 -0.62019 -0.69239
H 2.32579 1.58041 2.38127
H -2.22168 -0.28270 -0.34056
H -0.51354 -0.27847 -1.63469
H 0.01980 -1.67110 -0.75428
*
```

Output
- molar mass (g/mol) = 112.157
- highest occupied orbital energy (eV) = -8.791
- gap between HOMO and LUMO (eV) = 9.5
- E_LUMO (eV) = 0.8
- SMILES = c1nc2c(s1)NC2
- E_tot (Eh) = -662.3843

These are the Löwdin partial charges, in e, on atoms 1 to 5:
1 C -0.49
2 N 0.03
3 C -0.28
4 C -0.47
5 S 1.05

---

Record 7
# C14H10INO10RuS2

A structure of composition C14H10INO10RuS2 (ωB97M-V with the def2-TZVPD basis set, the Open Molecules 2025 dataset).

Structure (ORCA input):
```
! RIJCOSX wB97M-V def2-TZVPD def2/J DEFGRID3
* xyz -1 2
Ru 1.12644 -0.23109 0.11682
O -1.07951 2.01407 2.62350
C 0.24733 2.04920 2.45627
O 0.87716 2.97198 2.03733
C 0.86776 0.80713 3.03654
C 1.02002 0.70141 4.41092
C 1.60916 -0.42701 4.94646
C 1.99723 -1.43361 4.08099
C 1.78346 -1.26126 2.72717
N 1.23943 -0.15431 2.18762
C 2.10548 -2.40022 1.82675
O 2.72562 -3.37215 2.13751
O 1.46770 -2.26880 0.61339
H -1.49462 2.55768 1.92080
H 0.68042 1.51420 5.03795
H 1.75552 -0.52388 6.01376
H 2.45349 -2.35289 4.41713
O -2.03466 2.19649 0.13740
S -1.09824 1.29946 -0.51030
O -1.02329 -0.04642 0.11358
O 0.27738 1.80979 -0.58933
C -1.73655 1.10054 -2.16607
C -2.73210 1.99598 -2.53733
C -3.28169 1.95480 -3.80903
C -2.83077 1.01532 -4.71872
C -1.83753 0.12049 -4.35181
C -1.28210 0.14717 -3.08009
S -0.05535 -1.12614 -2.74327
O 0.40772 -1.54717 -4.04148
O -0.73642 -2.13465 -1.96257
O 1.02214 -0.43052 -1.99520
H -3.06894 2.72274 -1.81335
H -4.05620 2.66012 -4.08192
H -3.24650 0.97526 -5.71775
H -1.46380 -0.61468 -5.05041
I 3.80191 -0.11122 0.05740
C 1.77016 -3.22809 -0.33771
H 2.69026 -3.76352 -0.19400
H 1.13248 -3.18618 -1.19894
*
```

Output
- molar mass (g/mol) = 644.339
- highest occupied orbital energy (alpha / beta) (eV) = -4.780 / -4.803
- gap between HOMO and LUMO (alpha / beta) (eV) = 6.6 / 6.5
- E_LUMO (alpha / beta) (eV) = 1.9 / 1.7
- E_tot (Eh) = -2535.7397

These are the Löwdin partial charges, in e, on atoms 1 to 5:
1 Ru 0.86
2 O 0.11
3 C -0.51
4 O 0.15
5 C -0.14

---

Record 8
# C6H13N

A structure of composition C6H13N in a non-equilibrium geometry (ωB97M-V with the def2-TZVPD basis set, the Open Molecules 2025 dataset).

Structure (ORCA input):
```
! RIJCOSX wB97M-V def2-TZVPD def2/J DEFGRID3
* xyz 0 1
C -1.94433 -1.06443 -0.55660
C -0.68410 -1.93797 -0.33544
C 0.47571 -1.25250 -1.00277
C 0.79676 -0.02873 -0.45464
C 0.48558 0.50841 0.81630
N 0.37030 1.95602 0.99523
C 1.65982 0.96753 -1.26535
H -2.05464 -0.82583 -1.62109
H -2.81950 -1.61287 -0.14505
H -1.80923 -0.14982 0.03432
H -0.85131 -2.98268 -0.64262
H -0.57574 -2.11044 0.76661
H -0.25724 1.92568 3.69058
H 0.94984 -1.48829 -1.95343
H -0.18467 1.20294 3.50834
H -0.56691 1.93377 1.42413
H 1.41790 1.29377 1.09382
H 2.43861 0.35598 -1.77873
H 2.15264 1.73057 -0.64936
H 1.00052 1.57889 -1.92425
*
```

Output
- molar mass (g/mol) = 99.177
- highest occupied orbital energy (eV) = -7.206
- gap between HOMO and LUMO (eV) = 6.1
- E_LUMO (eV) = -1.1
- E_tot (Eh) = -290.8399

These are the Löwdin partial charges, in e, on atoms 1 to 5:
1 C -0.10
2 C -0.27
3 C -0.02
4 C -0.36
5 C -0.22

---

Record 9
# C2H5BO

A structure of composition C2H5BO in a non-equilibrium geometry (ωB97M-V with the def2-TZVPD basis set, the Open Molecules 2025 dataset).

Structure (ORCA input):
```
! RIJCOSX wB97M-V def2-TZVPD def2/J DEFGRID3
* xyz 0 1
B -1.95863 0.38667 0.59917
C 1.49033 -0.67940 -1.86146
C 1.25423 -1.34895 -0.91083
O -1.68062 0.07097 -0.51015
H 0.55410 1.78190 1.75520
H -2.25557 0.59833 1.74585
H 1.48345 -0.38557 -2.86356
H -0.05729 1.31322 1.94434
H 1.17001 -1.73717 0.10143
*
```

Output
- molar mass (g/mol) = 55.873
- highest occupied orbital energy (eV) = -10.445
- gap between HOMO and LUMO (eV) = 11.2
- E_LUMO (eV) = 0.8
- E_tot (Eh) = -179.1927

These are the Löwdin partial charges, in e, on atoms 1 to 5:
1 B -0.21
2 C -0.01
3 C -0.02
4 O 0.07
5 H 0.07

---

Record 10
# C43H65KN5PSbTe

A structure of composition C43H65KN5PSbTe (ωB97M-V with the def2-TZVPD basis set, the Open Molecules 2025 dataset).

Structure (ORCA input):
```
! RIJCOSX wB97M-V def2-TZVPD def2/J DEFGRID3
* xyz -1 1
K -0.15674 -0.04960 0.10988
C 3.16702 -3.80556 0.38145
C 2.02492 -3.02309 0.11523
N 1.60064 -2.06893 0.90196
C 2.31181 -1.77300 2.02735
C 3.48319 -2.49365 2.37063
C 3.88687 -3.53366 1.50522
C 4.20402 -2.18012 3.54699
C 3.74722 -1.16866 4.34671
C 2.58722 -0.44765 4.02859
C 1.83744 -0.70052 2.87883
N 0.75736 0.02591 2.48053
C -0.06565 0.58949 3.38537
C -0.37630 0.04386 4.64105
C -1.31129 0.62253 5.50607
C -1.96244 1.79167 5.19604
C -1.67107 2.41620 3.96238
C -2.23691 3.66025 3.60366
C -1.89502 4.25125 2.42333
C -1.01244 3.56687 1.56501
N -0.48284 2.40270 1.84447
C -0.76076 1.82181 3.04204
H 3.44726 -4.58540 -0.31265
H 1.45554 -3.20942 -0.79094
H 4.78004 -4.09812 1.75160
H 5.10064 -2.73844 3.78828
H 4.28951 -0.90645 5.24838
H 2.27222 0.35340 4.68555
H 0.12139 -0.87045 4.93836
H -1.51620 0.12881 6.45034
H -2.66935 2.25229 5.87589
H -2.92931 4.13615 4.28986
H -2.29191 5.21691 2.13428
H -0.74539 4.00382 0.60546
C -1.80679 -0.04147 -5.79917
C -0.99672 1.22917 -5.51142
C 0.43378 1.06921 -6.01251
C -1.66829 2.41538 -6.19588
N -0.96639 1.57490 -4.07368
N -0.47725 0.57729 -3.17921
H -1.89825 -0.19717 -6.87740
H -2.81728 0.04229 -5.38248
H -1.33004 -0.93264 -5.38714
H 0.43800 0.83992 -7.08165
H 0.95514 0.26267 -5.49005
H 0.99392 1.99326 -5.84931
H -1.68850 2.27306 -7.27858
H -1.12493 3.33565 -5.97096
H -2.70356 2.53082 -5.85253
H -1.91772 1.78620 -3.79165
H 0.53938 0.55217 -3.22545
H -0.75286 -0.35693 -3.47713
C -2.36703 5.24074 -1.81191
C -3.06122 4.02503 -2.43419
Sb -2.86532 2.29221 -1.14755
C -4.08578 0.92181 -2.30552
C -5.18878 1.54417 -3.15636
C -4.44862 2.97151 0.16098
C -4.74674 1.98058 1.28413
H -2.53409 6.14692 -2.40069
H -1.28704 5.08406 -1.75010
H -2.72811 5.44207 -0.79762
H -2.61671 3.80013 -3.40589
H -4.12474 4.21390 -2.59135
H -4.50139 0.22912 -1.56617
H -3.40038 0.33000 -2.91957
H -5.86881 2.15206 -2.55317
H -5.79059 0.78160 -3.65972
H -4.77485 2.19488 -3.93054
H -5.33862 3.18264 -0.43694
H -4.10623 3.92409 0.57388
H -5.15185 1.04946 0.88538
H -5.47695 2.37696 1.99668
H -3.84169 1.73200 1.84802
C 1.98721 -7.52435 -3.45857
C 2.19218 -6.03089 -3.44097
C 1.17730 -5.15593 -3.79124
C 1.35760 -3.77054 -3.78701
C 0.20843 -2.90576 -4.23463
C 2.58717 -3.21596 -3.38712
Te 2.87097 -1.12066 -3.17699
C 3.64088 -4.10457 -3.07521
C 5.00495 -3.59753 -2.69066
C 3.42457 -5.48056 -3.10499
H 0.92695 -7.77412 -3.52895
H 2.38306 -7.99046 -2.55333
H 2.49375 -7.98706 -4.31008
H 0.21165 -5.55716 -4.09077
H -0.48794 -3.47771 -4.85387
H 0.58512 -2.05062 -4.79728
H -0.34758 -2.50505 -3.38032
H 4.95386 -2.97106 -1.79621
H 5.41017 -2.95803 -3.47761
H 5.69183 -4.42818 -2.51250
H 4.24633 -6.14396 -2.84599
C -5.57396 -2.94390 1.51039
C -4.74150 -1.71672 1.14519
P -2.90548 -1.92194 1.02791
C -2.78024 -3.53621 0.13414
C -1.39685 -3.72733 -0.49161
C -2.52796 -2.38069 2.77488
C -1.12910 -2.96666 2.96809
H -6.63532 -2.68805 1.56852
H -5.28397 -3.35841 2.47812
H -5.46609 -3.73518 0.76548
H -4.90177 -0.91835 1.87251
H -5.07437 -1.31678 0.18307
H -3.54529 -3.52520 -0.64802
H -3.02729 -4.36577 0.80275
H -1.17382 -2.91251 -1.18591
H -1.32695 -4.66400 -1.04882
H -0.60942 -3.72434 0.26239
H -3.28318 -3.07262 3.15643
H -2.61532 -1.45267 3.34958
H -1.02721 -3.93371 2.46808
H -0.92636 -3.12326 4.02962
H -0.36018 -2.29890 2.57509
*
```

Output
- molar mass (g/mol) = 971.460
- highest occupied orbital energy (eV) = -3.492
- gap between HOMO and LUMO (eV) = 5.5
- E_LUMO (eV) = 2.1
- E_tot (Eh) = -3400.9271

These are the Löwdin partial charges, in e, on atoms 1 to 5:
1 K 0.46
2 C -0.05
3 C -0.16
4 N 0.06
5 C -0.16

---

Record 11
# CH12O4S

A cluster of 5 separate species, CH12O4S in total in a non-equilibrium geometry (ωB97M-V with the def2-TZVPD basis set, the Open Molecules 2025 dataset).

Structure (ORCA input):
```
! RIJCOSX wB97M-V def2-TZVPD def2/J DEFGRID3
* xyz 0 1
C 0.58120 0.59002 -5.06327
S 1.93236 -0.08854 -6.04163
H -0.04748 -0.24562 -4.77489
H 0.92473 1.12427 -4.17521
H 0.04667 1.35360 -5.62831
H 2.61817 1.00400 -6.39506
O 0.20455 -0.72856 5.69850
H -0.09034 -0.06389 5.04874
H 0.83265 -0.26485 6.25831
O -5.23300 -1.95310 3.90564
H -4.38050 -1.71982 4.29746
H -5.42270 -2.84597 4.20640
O -0.29235 1.18713 3.70160
H -1.15712 1.11885 3.29187
H 0.49758 1.11518 3.15674
O 1.34155 0.90147 1.45482
H 1.73196 0.83242 0.57721
H 2.10072 0.85924 2.04902
*
```

Output
- molar mass (g/mol) = 120.170
- highest occupied orbital energy (eV) = -9.161
- gap between HOMO and LUMO (eV) = 9.4
- E_LUMO (eV) = 0.2
- SMILES = CS.O.O.O.O
- E_tot (Eh) = -744.4105

These are the Löwdin partial charges, in e, on atoms 1 to 5:
1 C -0.51
2 S 0.61
3 H 0.02
4 H 0.02
5 H 0.02